1.
C4H12 | wB97M-V/def2-TZVPD

Geometry (Å):
H  -1.38370  0.22214  0.06238
H  2.52997  -0.49423  -0.89344
C  1.42748  -0.35465  -0.87468
H  -0.31270  -0.56101  -2.19771
C  0.79279  -0.74374  -2.17870
H  0.71440  -1.83372  -2.33300
H  1.35142  0.61304  -0.37190
H  -2.30651  1.33224  0.89387
H  0.97634  -1.09847  -0.19464
H  1.13624  -0.48538  -3.17040
H  -0.12130  1.72720  1.87365
C  -0.49469  0.70405  1.96781
H  0.38187  0.08035  1.86531
H  -2.22515  -0.46996  1.38419
H  -0.81814  0.48925  2.98918
C  -1.72729  0.44986  1.10223

Computed properties:
Largest force on an atom: 0.06236 hartree/bohr
Kohn-Sham gap: 0.45424 hartree
Spin multiplicity: 1
Lowest unoccupied orbital energy: 1.14 eV
HOMO level: -11.22 eV
SMILES: CC.CC
Total charge: 0

2.
C36H45Cl2CuNOP2Te | wB97M-V/def2-TZVPD

Geometry (Å):
H  5.89699  -4.84271  2.65835
H  3.58949  0.81536  2.31778
H  5.98090  3.36953  -1.12493
Cl  0.79760  1.12532  -3.78842
P  -3.75930  1.25124  -2.99075
C  2.83344  -1.22373  -1.27779
H  -3.09660  2.05853  5.63549
C  1.24764  2.61880  -2.95561
C  3.41317  0.17363  3.18197
H  -0.45280  -0.92135  -1.78310
C  -2.86109  2.01154  4.58016
C  3.20377  -3.96553  2.14476
H  -4.07447  -0.23757  -4.90416
C  -4.06498  -0.01409  -1.68944
C  5.16201  3.15576  -1.81404
C  -4.64891  0.55810  -4.43553
H  1.84034  3.83191  1.70682
O  -2.55946  2.69661  -0.35840
H  -2.78011  -0.13268  4.53366
H  2.49143  0.51665  3.65720
H  -5.61183  0.17206  -4.09945
H  -4.53259  3.11491  -1.65455
C  -2.45443  3.12052  2.48826
C  5.28102  -4.45337  3.47135
H  -2.17882  -3.66786  -4.44053
H  2.89114  -1.28651  -2.36579
C  -3.55147  -2.15793  -0.73004
C  4.23356  -3.50861  2.94888
H  -4.88156  3.32307  -3.38141
H  -3.79844  -3.42510  -3.78263
H  0.81870  -4.67732  1.21539
H  3.40665  3.92446  0.10405
C  -4.32856  -1.86581  0.38009
C  -3.39720  -1.24167  -1.76491
C  -4.89076  2.61391  -2.55226
H  1.66053  2.35651  -1.98672
C  2.22290  -3.11320  1.64386
H  4.52574  0.54717  -2.24347
H  -5.57138  -0.39254  1.32615
H  1.89739  -1.67163  -0.95328
H  -2.49160  -4.01483  -2.73437
H  -5.34047  1.23123  -0.48647
H  3.15227  -5.02140  1.89701
H  -0.73238  -2.66428  -1.65518
Cu  -1.69759  1.69261  -1.96509
C  -2.37128  0.72085  2.61273
H  -4.81519  1.35265  -5.16360
H  3.64916  -1.81876  -0.86110
H  5.93970  -3.95654  4.18218
C  2.94520  0.20875  -0.84099
C  1.46770  2.82370  1.52662
H  1.56377  -3.97345  -0.21425
Te  0.74553  -0.40199  1.23207
C  -1.93801  1.86717  0.42180
H  -2.89749  4.14104  4.31740
H  -2.38251  4.02134  1.89265
H  4.23633  0.31234  3.88162
C  -2.74898  3.18111  3.84044
C  2.30405  2.13581  0.48666
H  0.29903  -3.09054  0.63808
H  4.82427  -5.30795  3.97213
C  1.16032  -3.74019  0.77486
H  1.47053  2.27287  2.46838
C  2.27712  -1.74750  1.95175
H  0.08198  -1.99338  -3.08857
C  3.30337  -1.26963  2.78072
H  5.05344  -1.77783  3.89784
C  -4.84740  0.27400  -0.57389
C  3.91071  0.99812  -1.47129
C  -2.73493  -3.34473  -3.55965
C  -2.24694  1.88999  1.87361
H  -3.04472  -3.11418  -0.77861
Cl  -0.18754  3.63559  -2.68513
H  -4.41731  -2.58465  1.18438
C  4.26363  -2.15643  3.25795
C  3.28019  2.88087  -0.16520
H  0.43017  2.89205  1.20549
C  -4.97593  -0.64235  0.45823
H  1.94612  3.17379  -3.57171
C  2.14410  0.77506  0.15244
C  4.10134  2.32730  -1.14363
C  -0.70094  -1.81986  -2.34838
H  5.57845  2.63913  -2.67802
C  -2.68114  0.78149  3.96296
N  -1.06654  1.10522  -0.15488
H  -5.91367  2.26170  -2.40936
H  4.76278  4.11482  -2.14820
P  -2.30324  -1.59022  -3.20897
H  -2.25506  -0.23625  2.11946

Computed properties:
Largest force on an atom: 0.01031 hartree/bohr
Kohn-Sham gap (alpha / beta): 0.28544 / 0.23902 hartree
Spin multiplicity: 2
Lowest unoccupied orbital energy (alpha / beta): 0.58 / -0.66 eV
HOMO level (alpha / beta): -7.19 / -7.16 eV
⟨S²⟩: 0.760
Total charge: 0

3.
C5H12S | wB97M-V/def2-TZVPD

Geometry (Å):
H  0.56835  0.34137  1.73281
H  0.36327  0.95795  0.14648
C  -2.00127  1.71746  1.89331
H  -2.12486  1.51461  2.94930
H  -0.31840  -0.69239  -2.27943
S  -1.73943  0.18479  0.95688
C  0.47996  -1.21331  0.19738
H  1.20388  -0.72332  -3.13394
H  2.26608  -0.48527  -0.71333
H  -2.86480  2.19698  1.44805
H  -0.40933  -1.79466  -0.03844
C  0.04833  0.14151  0.79203
H  0.99442  -1.78057  0.97606
C  0.72460  -0.37849  -2.21221
H  1.80223  -2.01827  -1.32423
H  -1.14077  2.38759  1.76357
H  0.76289  0.70342  -2.13886
C  1.38484  -1.05941  -1.01544

Computed properties:
Largest force on an atom: 0.01465 hartree/bohr
Kohn-Sham gap: 0.34819 hartree
Spin multiplicity: 1
Lowest unoccupied orbital energy: 1.08 eV
HOMO level: -8.39 eV
SMILES: CCCCSC
Total charge: 0

4.
C35H24CeF3N6O3S | wB97M-V/def2-TZVPD

Geometry (Å):
C  -2.73262  -2.82279  2.64975
C  -2.98813  2.36970  -4.48688
C  2.63324  4.79921  -0.75715
N  1.15640  0.94859  2.50128
H  3.70084  -6.47044  -3.86949
C  -2.08737  -1.69678  2.04932
C  3.08873  0.55975  3.87251
C  0.73918  1.84009  3.34287
H  3.88306  6.41516  -1.51453
C  3.30838  -5.62508  -3.28331
C  1.40936  2.20403  4.47229
N  1.96780  -1.12454  0.82209
C  -2.63273  -4.93881  3.80448
C  1.99701  -3.64799  -3.09382
C  2.05827  -2.24494  -1.10296
C  -2.00824  -3.82804  3.40619
C  -1.41372  -0.77449  1.58352
N  -2.37791  0.51501  -1.21693
C  0.89029  6.82180  0.21425
H  0.50564  -2.94897  -4.43892
C  3.63001  -4.18328  -1.40856
C  2.68124  -0.79835  1.80417
H  -0.98409  -3.58401  3.61227
C  0.63714  5.51607  0.54520
H  0.26643  7.54260  0.64889
H  4.00150  0.08538  4.05075
C  -2.18721  1.08881  -2.38951
H  2.31523  8.23556  -0.55296
C  -3.65812  0.53573  -0.71931
H  -5.68474  0.84415  -1.10666
F  -2.22636  1.52927  -5.20216
H  -4.60524  -2.38587  1.73895
C  2.91028  6.18230  -1.00065
H  4.81771  -5.86372  -1.63794
N  2.61616  -2.08501  0.08203
H  -0.14945  -0.97704  -3.16106
H  -3.77652  0.13213  0.28846
H  4.25912  -3.87918  -0.57607
C  -4.72651  -4.16352  2.79337
H  -5.42291  1.76606  -3.37474
H  -5.76375  -4.29200  2.52310
H  3.58987  -1.38175  1.99797
Ce  -0.06202  0.43884  -0.02638
H  1.06288  2.92917  5.18888
S  -0.51809  1.27578  -2.80021
C  2.33886  -4.79352  -3.77639
C  3.97119  -5.29529  -2.08418
H  3.19712  1.79693  5.57916
O  -0.08552  2.87518  0.67114
H  -4.56307  -6.02281  3.88660
H  1.86155  -5.03315  -4.78702
O  -0.41873  5.21231  1.31648
C  -4.54713  1.48578  -2.78868
C  2.65592  1.62292  4.67698
N  1.01256  -2.75356  -3.57456
H  3.11765  3.98260  -1.28173
C  -3.29976  1.63044  -3.21516
C  1.00630  3.11332  0.04076
H  -0.28890  2.22777  3.09922
C  2.60546  -3.30526  -1.89651
C  2.31014  0.26252  2.75138
C  -4.10935  -3.03921  2.41260
H  -2.10971  -5.70917  4.27120
C  -4.05472  -5.11228  3.55182
O  1.72316  2.12898  -0.34791
F  -2.33919  3.51012  -4.23396
F  -4.10899  2.68251  -5.16156
C  -4.74393  0.92175  -1.51040
N  1.11618  -1.40016  -1.66262
C  2.07475  7.14280  -0.51870
H  -0.49600  4.21598  1.15754
C  0.58822  -1.71042  -2.82564
C  1.46586  4.50436  -0.02225

Computed properties:
Largest force on an atom: 0.07435 hartree/bohr
Kohn-Sham gap (alpha / beta): 0.25016 / 0.25077 hartree
Spin multiplicity: 2
Lowest unoccupied orbital energy (alpha / beta): -0.89 / -0.90 eV
HOMO level (alpha / beta): -7.70 / -7.72 eV
⟨S²⟩: 0.751
Total charge: 0

5.
C5H8N3O | wB97M-V/def2-TZVPD

Geometry (Å):
N  -4.34149  0.00262  0.07892
O  -6.53288  0.52225  -0.35586
H  1.70105  1.44999  -0.63086
C  0.61902  -0.99548  -0.63785
C  -0.02537  0.15907  0.00103
C  -5.49836  0.14183  -0.14907
C  0.92438  1.25602  0.23694
C  -2.24113  -0.92011  0.15763
H  0.34069  2.19803  0.61478
N  -3.52762  -1.02035  0.30065
N  -1.37100  0.19622  0.20830
H  0.90622  -1.85487  0.12238
H  -1.94677  -1.94919  0.14474
H  -1.73636  0.93696  0.79724
H  -0.04299  -1.50451  -1.38527
H  1.56330  0.99793  1.10380
H  1.50805  -0.47960  -1.02762

Computed properties:
Largest force on an atom: 0.07585 hartree/bohr
Kohn-Sham gap: 0.29423 hartree
Spin multiplicity: 1
Lowest unoccupied orbital energy: -5.60 eV
HOMO level: -13.61 eV
SMILES: CC(C)=[NH+]/C=N\N=C=O
Total charge: +1

We obtain relative energy (zero: lowest compared OMol25 entry of this formula, charge and spin) values of 0.809 0.261 0.085 1.022 3.439 eV for the records listed above, in that order.